No. 1
{"formula": "C9H14O", "method": "ωB97M-V/def2-TZVPD", "homo_energy_ev": -8.4, "molar_mass_g_mol": 138.210, "smiles": "Cc1ccc(O)cc1.CC", "lumo_ev": 0.890, "gap_ev": 9.27, "symbols": ["C", "C", "C", "C", "C", "O", "C", "C", "H", "H", "H", "H", "H", "H", "H", "H", "C", "C", "H", "H", "H", "H", "H", "H"], "positions_angstrom": [[-1.851449, -1.328640, 2.079107], [-1.774913, -0.601365, 0.764593], [-0.662511, -0.619996, -0.047840], [-0.611749, 0.202851, -1.182824], [-1.749604, 0.860026, -1.595130], [-1.703966, 1.510153, -2.798803], [-2.927525, 0.803560, -0.848902], [-2.917744, 0.081629, 0.327219], [-0.934003, -1.867824, 2.346782], [-2.654813, -2.062227, 2.166576], [-2.010152, -0.598596, 2.869063], [0.192684, -1.243860, 0.152703], [0.292784, 0.291040, -1.768537], [-2.530952, 1.986781, -2.929018], [-3.781303, 1.368093, -1.198691], [-3.769707, 0.089989, 0.993121], [4.048702, -0.496911, -0.159557], [3.339611, 0.761821, 0.329802], [3.444787, -1.392130, 0.003092], [4.266277, -0.477454, -1.220177], [4.998323, -0.582819, 0.363399], [2.256331, 0.682662, 0.190198], [3.525555, 1.684412, -0.223540], [3.515329, 0.948802, 1.387365]], "forces_ev_per_angstrom": [[0.43, -0.25, 0.45], [-0.78, -0.71, -0.02], [0.19, 0.87, -0.64], [-0.01, -0.64, 0.26], [-0.28, 0.04, -0.29], [0.04, 0.27, 0.05], [0.56, -0.04, -0.01], [0.33, 0.34, 0.37], [-0.05, 0.21, -0.28], [-0.13, 0.11, -0.30], [-0.05, 0.07, 0.20], [0.19, 0.02, 0.39], [-0.03, -0.13, -0.12], [0.06, -0.02, -0.03], [-0.23, -0.11, 0.12], [-0.22, -0.02, -0.12], [0.09, 0.28, 0.08], [-1.07, 0.23, -0.28], [0.14, 0.05, 0.24], [0.01, 0.14, -0.27], [0.09, -0.31, -0.04], [-0.02, -0.27, 0.25], [0.71, -0.14, 0.00], [0.02, 0.01, 0.01]]}


No. 2
{"formula": "C3H11NO3S", "method": "ωB97M-V/def2-TZVPD", "homo_energy_ev": -9.3, "molar_mass_g_mol": 141.192, "smiles": "N[C@H](C=O)CS.O.O", "lumo_ev": 0.422, "gap_ev": 9.73, "symbols": ["N", "C", "C", "O", "C", "S", "H", "H", "H", "H", "H", "H", "H", "O", "H", "H", "O", "H", "H"], "positions_angstrom": [[-1.001722, -0.966329, 1.716403], [-0.357274, -0.729119, 0.434267], [0.890285, 0.110638, 0.830598], [2.026587, -0.227093, 0.742487], [-1.008382, 0.141408, -0.579544], [-2.706111, -0.487480, -1.254419], [-1.421271, -0.157260, 2.052850], [-1.588769, -1.767520, 1.750201], [-0.008728, -1.793726, 0.021765], [0.739660, 1.058818, 1.496617], [-1.237368, 1.159954, -0.124500], [-0.437474, 0.226130, -1.546437], [-2.545475, -1.133015, -2.382787], [1.421537, -1.541701, -1.746961], [2.003730, -2.233883, -2.046561], [1.891799, -1.271978, -0.807508], [1.437945, 3.335660, 0.512172], [0.791159, 3.567749, 1.107412], [1.109869, 2.708752, -0.176060]], "forces_ev_per_angstrom": [[1.42, -0.55, -1.00], [1.80, -2.03, 0.04], [-0.82, 0.43, 2.36], [1.29, -0.65, -1.00], [-1.94, 0.31, -2.46], [-0.17, 1.09, 2.12], [-1.18, 1.41, 0.84], [-0.52, -0.36, -0.13], [-0.77, 2.64, 0.67], [-0.56, -1.08, -1.13], [0.13, -1.18, -0.79], [-0.06, 0.14, 1.35], [1.09, -0.29, -0.67], [1.56, 1.11, 3.37], [0.26, -0.42, -0.41], [-1.54, -0.72, -3.12], [2.51, -1.41, -2.96], [-2.58, 0.57, 1.77], [0.08, 0.99, 1.13]]}


No. 3
{"formula": "C16H18ClN2RhS2", "method": "ωB97M-V/def2-TZVPD", "homo_energy_ev": -7.6, "molar_mass_g_mol": 440.827, "lumo_ev": -0.643, "gap_ev": 6.99, "symbols": ["Rh", "C", "N", "C", "C", "N", "C", "C", "C", "C", "C", "C", "C", "S", "C", "C", "C", "C", "C", "C", "S", "H", "H", "H", "H", "H", "H", "H", "H", "H", "H", "H", "H", "H", "H", "H", "H", "H", "H", "Cl"], "positions_angstrom": [[-0.000154, 0.608217, 0.170323], [-1.281220, -1.897662, -0.775946], [-1.652777, -0.756976, 0.077634], [-1.828905, -1.171894, 1.497968], [-0.498615, -1.299791, 2.217180], [0.212474, 0.002414, 2.203941], [-0.334844, 0.911024, 3.240786], [1.653929, -0.115820, 2.459649], [2.138619, -0.981950, 3.428187], [3.495868, -1.024287, 3.705345], [4.354438, -0.175151, 3.019232], [3.865803, 0.691902, 2.057919], [2.503177, 0.737729, 1.755647], [1.894216, 1.824207, 0.504800], [-2.859843, -0.062252, -0.367422], [-3.932207, -0.734623, -0.930399], [-5.086609, -0.042199, -1.266412], [-5.162932, 1.321606, -1.025752], [-4.087685, 1.994058, -0.469467], [-2.921049, 1.310006, -0.138842], [-1.551429, 2.171950, 0.552379], [-2.007115, -2.711398, -0.700038], [-0.308595, -2.277002, -0.461921], [-1.200690, -1.548849, -1.801786], [-2.383056, -2.114965, 1.548616], [-2.436142, -0.406414, 1.979165], [0.144624, -2.036354, 1.734057], [-0.676506, -1.639520, 3.242351], [-0.135823, 0.486108, 4.227931], [-1.400112, 1.062085, 3.095510], [0.160679, 1.875020, 3.146886], [1.459493, -1.627363, 3.971786], [3.876502, -1.710554, 4.449347], [5.416320, -0.196099, 3.227711], [4.539762, 1.339740, 1.512182], [-3.876599, -1.798165, -1.118336], [-5.916648, -0.566963, -1.719436], [-6.056935, 1.870461, -1.291328], [-4.132605, 3.064275, -0.311964], [-0.083609, 0.965949, -2.089883]], "forces_ev_per_angstrom": [[0.05, -0.01, 0.01], [-0.01, -0.01, 0.00], [-0.02, 0.05, 0.00], [-0.01, 0.01, 0.03], [0.01, -0.01, -0.02], [0.03, -0.01, 0.01], [0.00, 0.00, -0.01], [-0.03, -0.01, 0.01], [-0.01, 0.01, -0.01], [0.00, 0.00, 0.00], [0.00, -0.01, 0.00], [-0.01, 0.01, -0.01], [0.03, 0.01, 0.01], [0.01, -0.01, -0.01], [-0.01, -0.03, -0.01], [0.00, -0.01, 0.01], [0.00, -0.01, 0.00], [0.00, 0.00, 0.01], [0.00, 0.01, 0.00], [0.02, 0.04, 0.00], [-0.07, -0.02, 0.00], [0.00, 0.00, 0.01], [0.00, 0.00, 0.00], [0.00, 0.00, 0.00], [0.01, 0.00, -0.01], [0.00, -0.01, 0.00], [0.00, 0.00, -0.01], [-0.01, 0.00, 0.01], [-0.01, 0.00, 0.01], [0.01, 0.00, 0.00], [0.00, 0.00, 0.00], [0.00, 0.00, 0.00], [0.00, 0.00, 0.00], [0.00, 0.00, 0.00], [0.00, 0.00, 0.00], [0.00, 0.00, 0.00], [0.00, 0.00, 0.00], [0.00, 0.00, 0.00], [0.00, 0.00, 0.00], [0.02, 0.01, -0.01]]}


No. 4
{"formula": "H14NO5", "method": "ωB97M-V/def2-TZVPD", "homo_energy_ev": -14.9, "molar_mass_g_mol": 108.114, "total_charge": 1, "lumo_ev": -2.865, "gap_ev": 12.01, "symbols": ["N", "H", "H", "H", "H", "H", "H", "O", "H", "H", "O", "H", "H", "O", "H", "H", "O", "H", "H", "O"], "positions_angstrom": [[-0.907376, -0.338643, 0.052338], [-1.301191, 0.170166, -0.768781], [-0.788762, -1.315772, -0.082744], [-1.457155, -0.262046, 0.895405], [0.073382, 0.079099, 0.130893], [4.295246, 1.352334, -2.349624], [3.183348, 2.516814, -2.531245], [3.574527, 1.908348, -1.864494], [-1.464551, 2.224194, -2.809181], [-0.069894, 1.903939, -1.960139], [-1.008801, 1.598345, -2.122579], [-2.493968, -3.900992, 1.550444], [-2.970254, -2.888529, 0.639583], [-2.156857, -3.213310, 0.971116], [2.384232, 0.074681, 0.743021], [2.309679, 1.258641, -0.160230], [1.749174, 0.555655, 0.174374], [-0.340318, -0.155019, 3.114586], [-1.525816, -0.877870, 3.592473], [-1.084645, -0.690033, 2.784784]], "forces_ev_per_angstrom": [[1.13, 1.66, -1.06], [-0.11, -0.52, 0.36], [-0.03, -1.27, -0.54], [-0.10, 0.41, 0.71], [-0.84, -0.37, 0.45], [-2.06, 1.67, 1.17], [0.71, -0.71, 0.51], [1.24, -0.93, -1.56], [1.59, -1.66, 1.99], [-1.73, -0.16, -0.68], [0.17, 1.69, -1.19], [0.47, -0.35, 0.30], [-1.27, 0.75, -0.86], [0.77, -0.29, 0.43], [-0.65, 0.07, -0.33], [0.14, 0.48, -0.68], [0.56, -0.60, 0.88], [-0.21, -0.18, -0.38], [-1.02, -0.56, 1.00], [1.25, 0.86, -0.55]]}